Molecular formula: C20H15N3O3S3
Method: DFT, ωB97M-V with the def2-TZVPD basis set

Values from the calculation:
* lowest unoccupied orbital energy: -0.5825 eV
* HOMO: -8.1 eV
* spin multiplicity: 1
* SMILES string: O=C(O)CCN1C(=O)/C(=C/c2cn(-c3ccccc3)nc2-c2cccs2)SC1=S
* Kohn-Sham gap: 7.564 eV
* electronic energy: -2355.7297 a.u.

Cartesian coordinates (Å):
O -3.6533 -2.5160 -0.7943
C -4.7711 -2.4963 -0.3504
O -5.2759 -3.4712 0.4015
C -5.7505 -1.3612 -0.5424
C -5.3637 -0.2122 0.4037
N -3.9813 0.1592 0.2148
C -2.9949 -0.4270 0.9894
O -3.2298 -1.1638 1.9201
C -1.6731 -0.0001 0.5270
C -0.5352 -0.4625 1.0800
C 0.8043 -0.1278 0.6979
C 1.8658 -1.0127 0.6097
N 2.9251 -0.3316 0.1262
C 4.2091 -0.8042 -0.1671
C 5.0898 0.0387 -0.8403
C 6.3640 -0.3982 -1.1446
C 6.7705 -1.6728 -0.7835
C 5.8953 -2.5081 -0.1099
C 4.6173 -2.0818 0.2028
N 2.6274 0.9561 -0.0677
C 1.3598 1.1182 0.2668
C 0.7646 2.4289 0.2697
C 1.0430 3.4666 -0.5747
C 0.3186 4.6349 -0.2678
C -0.4849 4.4826 0.8161
S -0.3821 2.9052 1.4865
S -1.8292 1.0685 -0.8535
C -3.5763 0.9447 -0.8184
S -4.5732 1.6940 -1.8693
H -4.6096 -4.1549 0.5762
H -6.7590 -1.6989 -0.3133
H -5.6925 -1.0082 -1.5732
H -5.9916 0.6588 0.2040
H -5.4655 -0.5287 1.4449
H -0.6570 -1.2083 1.8571
H 1.8843 -2.0634 0.8109
H 4.7530 1.0266 -1.1092
H 7.0428 0.2585 -1.6671
H 7.7660 -2.0137 -1.0233
H 6.2086 -3.5001 0.1786
H 3.9534 -2.7420 0.7378
H 1.7325 3.3749 -1.3931
H 0.3924 5.5488 -0.8293
H -1.1379 5.2006 1.2709

Partial atomic charges computed with the natural (NBO) method, in multiples of e: atom 1 (O): -0.60, atom 2 (C): 0.80, atom 3 (O): -0.68, atom 4 (C): -0.52, atom 5 (C): -0.22, atom 6 (N): -0.47, atom 7 (C): 0.68, atom 8 (O): -0.58, atom 9 (C): -0.30, atom 10 (C): -0.11, atom 11 (C): -0.18, atom 12 (C): 0.01, atom 13 (N): -0.18, atom 14 (C): 0.22, atom 15 (C): -0.24, atom 16 (C): -0.19, atom 17 (C): -0.22, atom 18 (C): -0.19, atom 19 (C): -0.26, atom 20 (N): -0.25, atom 21 (C): 0.13, atom 22 (C): -0.24, atom 23 (C): -0.22, atom 24 (C): -0.26, atom 25 (C): -0.40, atom 26 (S): 0.45, atom 27 (S): 0.42, atom 28 (C): -0.08, atom 29 (S): -0.08, atom 30 (H): 0.50, atom 31 (H): 0.24, atom 32 (H): 0.25, atom 33 (H): 0.24, atom 34 (H): 0.24, atom 35 (H): 0.24, atom 36 (H): 0.22, atom 37 (H): 0.25, atom 38 (H): 0.22, atom 39 (H): 0.22, atom 40 (H): 0.22, atom 41 (H): 0.21, atom 42 (H): 0.23, atom 43 (H): 0.23, atom 44 (H): 0.24

---

Molecular formula: C20H15N7O3Pd
Method: DFT, ωB97M-V with the def2-TZVPD basis set

Values from the calculation:
* lowest unoccupied orbital energy (alpha / beta): -4.9447 / -4.9100 eV
* HOMO (alpha / beta): -11.6 / -11.6 eV
* relative energy (zero: lowest compared OMol25 entry of this formula, charge and spin): 0.000 eV
* spin multiplicity: 2
* net charge: +1
* Kohn-Sham gap (alpha / beta): 6.692 / 6.727 eV
* electronic energy: -1507.6599 a.u.

Cartesian coordinates (Å):
Pd 0.1503 0.8112 -0.9930
O 0.7434 4.6362 -0.0911
C 0.3259 3.5615 -0.4716
N 1.0654 2.4597 -0.7089
C 2.4742 2.4066 -0.3840
C 2.9838 1.0256 -0.7014
C 4.3366 0.7140 -0.6879
C 4.7505 -0.5511 -1.0522
C 3.8024 -1.4848 -1.4548
C 2.4766 -1.1181 -1.4405
N 2.0675 0.0945 -1.0386
C -1.1379 3.3138 -0.7824
C -2.0726 4.3238 -0.7634
C -3.3843 4.0223 -1.0984
C -3.7089 2.7247 -1.4577
C -2.7193 1.7574 -1.4506
N -1.4658 2.0435 -1.1006
H 2.6488 2.6427 0.6721
H 3.0350 3.1436 -0.9661
H 5.0500 1.4768 -0.4073
H 5.8019 -0.8048 -1.0477
H 4.0855 -2.4731 -1.7860
H 1.7008 -1.7897 -1.7875
H -1.7443 5.3181 -0.4933
H -4.1425 4.7937 -1.0931
H -4.7138 2.4517 -1.7461
H -2.9153 0.7405 -1.7493
O -1.0015 -1.0600 -1.1524
N -1.2786 -1.7468 -0.1166
C -2.4928 -2.1542 0.1299
C -2.8276 -2.8747 1.3144
N -3.1872 -3.3901 2.2753
C -3.5420 -1.8134 -0.7754
N -4.3950 -1.5584 -1.4997
O -0.0509 -0.0467 1.7066
N -0.1486 -1.2867 1.9503
C -0.0871 -2.1378 0.7827
C -0.0133 -3.5903 1.0807
C -0.0708 -4.0307 2.3429
C -0.2500 -3.1190 3.4478
C -0.2828 -1.7886 3.2272
H 0.7277 -1.7882 0.1510
H 0.1383 -4.2531 0.2394
H 0.0212 -5.0887 2.5464
H -0.3573 -3.4931 4.4542
H -0.3952 -1.0198 3.9768

Partial atomic charges computed with the natural (NBO) method, in multiples of e: atom 1 (Pd): 0.90, atom 2 (O): -0.59, atom 3 (C): 0.61, atom 4 (N): -0.56, atom 5 (C): -0.28, atom 6 (C): 0.26, atom 7 (C): -0.23, atom 8 (C): -0.12, atom 9 (C): -0.25, atom 10 (C): 0.03, atom 11 (N): -0.48, atom 12 (C): 0.14, atom 13 (C): -0.20, atom 14 (C): -0.13, atom 15 (C): -0.23, atom 16 (C): 0.05, atom 17 (N): -0.44, atom 18 (H): 0.24, atom 19 (H): 0.24, atom 20 (H): 0.24, atom 21 (H): 0.24, atom 22 (H): 0.24, atom 23 (H): 0.21, atom 24 (H): 0.26, atom 25 (H): 0.24, atom 26 (H): 0.25, atom 27 (H): 0.22, atom 28 (O): -0.50, atom 29 (N): 0.18, atom 30 (C): 0.02, atom 31 (C): 0.21, atom 32 (N): -0.17, atom 33 (C): 0.23, atom 34 (N): -0.17, atom 35 (O): -0.37, atom 36 (N): 0.05, atom 37 (C): 0.02, atom 38 (C): -0.26, atom 39 (C): -0.14, atom 40 (C): -0.23, atom 41 (C): -0.01, atom 42 (H): 0.25, atom 43 (H): 0.24, atom 44 (H): 0.25, atom 45 (H): 0.25, atom 46 (H): 0.25

---

Molecular formula: C20H16ClNO2S
Method: DFT, ωB97M-V with the def2-TZVPD basis set

Values from the calculation:
* lowest unoccupied orbital energy: 0.6020 eV
* HOMO: -8.3 eV
* relative energy (zero: lowest compared OMol25 entry of this formula, charge and spin): 0.000 eV
* spin multiplicity: 1
* SMILES string: O=C(CSc1ccc(Cl)cc1)Nc1ccccc1Oc1ccccc1
* Kohn-Sham gap: 8.879 eV
* electronic energy: -1835.3777 a.u.

Cartesian coordinates (Å):
O -4.5347 -0.2020 -0.2595
C -3.4283 -0.6151 -0.5190
C -3.1814 -2.0666 -0.9062
S -2.3375 -2.9484 0.4579
C -0.6390 -2.4508 0.2986
C 0.0606 -2.1857 1.4716
C 1.4102 -1.8959 1.4302
C 2.0641 -1.8649 0.2077
Cl 3.7582 -1.5487 0.1529
C 1.3730 -2.1064 -0.9696
C 0.0253 -2.4080 -0.9221
N -2.2867 0.1178 -0.4932
C -2.1141 1.4520 -0.1151
C -3.1356 2.2608 0.3621
C -2.8733 3.5726 0.7174
C -1.5969 4.0892 0.5914
C -0.5687 3.2938 0.1139
C -0.8157 1.9754 -0.2312
O 0.1412 1.1372 -0.7646
C 1.4665 1.3654 -0.4619
C 2.3883 1.2912 -1.4980
C 3.7330 1.4735 -1.2329
C 4.1614 1.7280 0.0588
C 3.2406 1.7827 1.0917
C 1.8937 1.5999 0.8393
H -2.6002 -2.1607 -1.8211
H -4.1394 -2.5718 -1.0201
H -0.4613 -2.2219 2.4150
H 1.9558 -1.6989 2.3392
H 1.8912 -2.0790 -1.9149
H -0.4948 -2.6327 -1.8415
H -1.4158 -0.3340 -0.7480
H -4.1283 1.8528 0.4495
H -3.6746 4.1919 1.0894
H -1.3930 5.1150 0.8571
H 0.4274 3.6959 0.0011
H 2.0367 1.0946 -2.4991
H 4.4481 1.4184 -2.0399
H 5.2113 1.8730 0.2624
H 3.5715 1.9646 2.1033
H 1.1698 1.6375 1.6405

Partial atomic charges computed with the natural (NBO) method, in multiples of e: atom 1 (O): -0.60, atom 2 (C): 0.67, atom 3 (C): -0.61, atom 4 (S): 0.27, atom 5 (C): -0.21, atom 6 (C): -0.21, atom 7 (C): -0.22, atom 8 (C): -0.03, atom 9 (Cl): 0.02, atom 10 (C): -0.24, atom 11 (C): -0.18, atom 12 (N): -0.63, atom 13 (C): 0.18, atom 14 (C): -0.24, atom 15 (C): -0.21, atom 16 (C): -0.22, atom 17 (C): -0.26, atom 18 (C): 0.24, atom 19 (O): -0.53, atom 20 (C): 0.37, atom 21 (C): -0.28, atom 22 (C): -0.19, atom 23 (C): -0.23, atom 24 (C): -0.18, atom 25 (C): -0.30, atom 26 (H): 0.23, atom 27 (H): 0.26, atom 28 (H): 0.23, atom 29 (H): 0.23, atom 30 (H): 0.23, atom 31 (H): 0.21, atom 32 (H): 0.43, atom 33 (H): 0.26, atom 34 (H): 0.22, atom 35 (H): 0.21, atom 36 (H): 0.23, atom 37 (H): 0.22, atom 38 (H): 0.22, atom 39 (H): 0.22, atom 40 (H): 0.22, atom 41 (H): 0.23

---

Molecular formula: C20H16Co2NO6
Method: DFT, ωB97M-V with the def2-TZVPD basis set

Values from the calculation:
* lowest unoccupied orbital energy: 2.7072 eV
* HOMO: -2.1 eV
* relative energy (zero: lowest compared OMol25 entry of this formula, charge and spin): 2.958 eV
* spin multiplicity: 1
* net charge: -1
* Kohn-Sham gap: 4.818 eV
* electronic energy: -4043.2778 a.u.

Cartesian coordinates (Å):
C -1.4161 2.2945 -2.7609
C -1.2366 0.8932 -3.0868
N -1.4766 -0.0637 -2.1740
C -1.1517 -1.4849 -2.7427
C -0.7109 -1.1719 -4.1569
C -0.8176 0.3524 -4.3699
H -1.6276 2.8332 -3.6889
H -2.2526 2.4455 -2.0715
H -0.5232 2.7620 -2.3238
H -0.3603 -1.9284 -2.1217
H -2.0743 -2.0726 -2.6829
H 0.3240 -1.5017 -4.3028
H -1.3451 -1.7132 -4.8629
H -1.5392 0.6012 -5.1591
H 0.1447 0.7685 -4.7010
O 2.3698 0.0751 -1.8455
C 1.4913 0.1597 -1.0898
Co 0.2013 0.4869 0.0367
C -0.1101 2.1322 0.4337
O -0.2924 3.2426 0.7314
C -1.4510 0.0893 -0.8407
O -2.6067 -0.1943 -0.2686
C 0.2533 -0.3205 1.8130
C 1.2178 0.2885 2.7224
C 2.5333 0.5473 2.2831
C 3.4001 1.3022 3.0742
C 2.9877 1.7539 4.3308
C 1.7117 1.4232 4.8041
C 0.8325 0.6812 4.0158
C -1.0387 -0.6127 1.4381
C -2.4049 -0.1585 1.1953
Co -0.0040 -2.0115 1.1260
C 1.1698 -2.4301 -0.1435
O 1.8847 -2.8966 -0.9263
C -1.3866 -2.7731 0.3770
O -2.3283 -3.2705 -0.0829
C 0.4516 -3.0587 2.4554
O 0.7742 -3.7772 3.3035
H 2.8515 0.1852 1.2982
H 4.3947 1.5325 2.6928
H 3.6612 2.3546 4.9427
H 1.3848 1.7446 5.7922
H -0.1693 0.4153 4.3635
H -3.1692 -0.8027 1.6433
H -2.5471 0.8780 1.5300

Partial atomic charges computed with the natural (NBO) method, in multiples of e: atom 1 (C): -0.66, atom 2 (C): 0.26, atom 3 (N): -0.37, atom 4 (C): -0.21, atom 5 (C): -0.42, atom 6 (C): -0.44, atom 7 (H): 0.20, atom 8 (H): 0.24, atom 9 (H): 0.25, atom 10 (H): 0.24, atom 11 (H): 0.21, atom 12 (H): 0.22, atom 13 (H): 0.21, atom 14 (H): 0.21, atom 15 (H): 0.22, atom 16 (O): -0.59, atom 17 (C): 0.44, atom 18 (Co): 0.05, atom 19 (C): 0.56, atom 20 (O): -0.59, atom 21 (C): 0.21, atom 22 (O): -0.55, atom 23 (C): -0.30, atom 24 (C): -0.06, atom 25 (C): -0.20, atom 26 (C): -0.21, atom 27 (C): -0.27, atom 28 (C): -0.23, atom 29 (C): -0.18, atom 30 (C): -0.16, atom 31 (C): -0.13, atom 32 (Co): -0.12, atom 33 (C): 0.47, atom 34 (O): -0.59, atom 35 (C): 0.54, atom 36 (O): -0.59, atom 37 (C): 0.52, atom 38 (O): -0.56, atom 39 (H): 0.23, atom 40 (H): 0.20, atom 41 (H): 0.20, atom 42 (H): 0.20, atom 43 (H): 0.20, atom 44 (H): 0.20, atom 45 (H): 0.19

---

Molecular formula: C20H16N3O6PtS3
Method: DFT, ωB97M-V with the def2-TZVPD basis set

Values from the calculation:
* lowest unoccupied orbital energy (alpha / beta): 1.5301 / 0.4263 eV
* HOMO (alpha / beta): -3.6 / -5.6 eV
* relative energy (zero: lowest compared OMol25 entry of this formula, charge and spin): 0.000 eV
* spin multiplicity: 3
* net charge: -1
* Kohn-Sham gap (alpha / beta): 5.088 / 6.002 eV
* electronic energy: -2701.3823 a.u.

Cartesian coordinates (Å):
Pt 1.1539 -1.0730 0.3100
O -0.3484 -3.5175 -0.7439
S 1.0556 -3.4411 -1.0780
O 1.6413 -4.5360 -1.7815
O 1.8531 -3.0429 0.1604
C 1.1563 -1.9108 -2.0735
C -0.0104 -1.7101 -2.8346
C -0.1888 -0.5732 -3.5883
C 0.7977 0.4079 -3.5992
C 1.9593 0.2207 -2.8867
C 2.1770 -0.9334 -2.1201
S 3.7640 -0.9399 -1.2327
O 4.2654 -2.2796 -1.2673
O 4.5629 0.0966 -1.8233
O 3.2828 -0.5097 0.1399
H -0.7870 -2.4601 -2.7875
H -1.1029 -0.4363 -4.1511
H 0.6528 1.3210 -4.1619
H 2.7418 0.9663 -2.8996
N -0.0309 5.7373 -0.6007
C -0.9878 4.7324 -0.5526
S -2.5986 5.1280 -0.7928
C -0.5088 3.4240 -0.2538
C 0.8529 3.1441 0.0812
C 1.2741 1.8688 0.3062
N 0.4314 0.8008 0.2400
C -0.8854 1.0395 -0.0537
C -1.3677 2.2862 -0.2833
H -0.3911 6.5971 -0.9828
H 0.8855 5.4866 -0.9374
H 1.5914 3.9254 0.1962
H 2.3047 1.6373 0.5393
H -1.5218 0.1640 -0.0907
H -2.4155 2.4235 -0.5092
C 0.9298 -1.1209 2.3059
C -0.5108 -1.3827 2.5743
C -1.0205 -2.6745 2.4312
C -2.3626 -2.9295 2.6467
C -3.2091 -1.8847 3.0092
C -2.7191 -0.5873 3.1400
C -1.3765 -0.3420 2.9159
C -4.6077 -2.1518 3.2506
N -5.7211 -2.3633 3.4440
H 1.5771 -1.9278 2.6483
H 1.2654 -0.1626 2.6997
H -0.3624 -3.4761 2.1204
H -2.7563 -3.9293 2.5266
H -3.3883 0.2195 3.4062
H -0.9967 0.6693 2.9940

Partial atomic charges computed with the natural (NBO) method, in multiples of e: atom 1 (Pt): 1.22, atom 2 (O): -0.98, atom 3 (S): 2.40, atom 4 (O): -0.92, atom 5 (O): -0.96, atom 6 (C): -0.43, atom 7 (C): -0.18, atom 8 (C): -0.20, atom 9 (C): -0.18, atom 10 (C): -0.22, atom 11 (C): -0.27, atom 12 (S): 2.41, atom 13 (O): -0.94, atom 14 (O): -0.96, atom 15 (O): -0.99, atom 16 (H): 0.25, atom 17 (H): 0.22, atom 18 (H): 0.22, atom 19 (H): 0.26, atom 20 (N): -0.81, atom 21 (C): 0.05, atom 22 (S): -0.31, atom 23 (C): -0.14, atom 24 (C): -0.27, atom 25 (C): 0.00, atom 26 (N): -0.56, atom 27 (C): -0.01, atom 28 (C): -0.23, atom 29 (H): 0.39, atom 30 (H): 0.37, atom 31 (H): 0.21, atom 32 (H): 0.23, atom 33 (H): 0.21, atom 34 (H): 0.25, atom 35 (C): -0.51, atom 36 (C): -0.06, atom 37 (C): -0.18, atom 38 (C): -0.16, atom 39 (C): -0.19, atom 40 (C): -0.18, atom 41 (C): -0.15, atom 42 (C): 0.29, atom 43 (N): -0.33, atom 44 (H): 0.23, atom 45 (H): 0.21, atom 46 (H): 0.24, atom 47 (H): 0.23, atom 48 (H): 0.23, atom 49 (H): 0.22

---

F_max readings, ordered: 1.11, 0.54, 0.60, 5.49, 0.83 eV Å⁻¹